The ion C15H17ClF6NO3 with charge +1. Source: OMol25; level of theory: ωB97M-V with the def2-TZVPD basis set.

Properties
HOMO-LUMO gap = 8.54 eV
LUMO = -5.026 eV
Total charge = +1

Positions of all 43 atoms, in Å:
O 0.0636 3.7464 -1.6563
C 0.0263 2.5662 -1.6999
O 0.1267 1.7851 -2.8023
Cl -0.0143 2.6232 -4.2601
C -0.2272 1.6711 -0.5018
C -1.5621 1.2505 -0.3552
C -2.6739 1.5555 -1.3333
C -3.2689 0.2758 -1.9624
C -2.2202 -0.7539 -2.3790
F -2.7446 -1.5650 -3.3719
C -1.8532 0.5302 0.7810
N -0.8874 0.2103 1.6474
C 0.4131 0.5363 1.5273
C 1.2902 -0.0089 2.6291
C 1.0312 -1.4924 2.9826
C 1.4443 -2.4916 1.9018
C 0.5605 -2.5610 0.6559
O 0.5640 -3.9045 0.2079
C 0.7600 1.3334 0.4267
C 2.2115 1.7656 0.2231
F 2.2743 2.8997 -0.4994
F 2.8017 2.0111 1.4164
C 3.0454 0.6895 -0.5438
F 3.3934 -0.3014 0.2857
F 2.2849 0.1701 -1.5258
F 4.1352 1.2266 -1.0736
H -2.3427 2.2501 -2.1026
H -3.4712 2.0364 -0.7608
H -3.8619 0.5358 -2.8374
H -3.9205 -0.1868 -1.2158
H -1.9497 -1.4076 -1.5419
H -1.3079 -0.2875 -2.7605
H -2.8526 0.1779 1.0052
H -1.1463 -0.3472 2.4536
H 2.3382 0.0843 2.3796
H 1.0796 0.6029 3.5135
H 0.0080 -1.6751 3.3299
H 1.6638 -1.6769 3.8545
H 2.4791 -2.2989 1.6088
H 1.4274 -3.4919 2.3415
H -0.4690 -2.2471 0.8819
H 0.9586 -1.9061 -0.1319
H 0.3927 -3.9300 -0.7379

***

A structure of composition C2H4P2 at a distorted geometry. Source: OMol25; level of theory: ωB97M-V with the def2-TZVPD basis set.

Properties
HOMO-LUMO gap (alpha / beta) = 7.53 / 7.53 eV
LUMO (alpha / beta) = -0.640 / -0.639 eV

Positions of all 8 atoms, in Å:
C -1.0400 -0.9631 0.0020
C 1.0618 0.2808 -0.1367
P 0.2681 -0.7460 -1.4226
P -0.3520 0.1038 1.2217
H -1.9359 -1.4281 -0.1769
H 2.0303 -0.0143 0.0337
H 1.0809 1.3737 -0.4064
H -1.1132 1.3933 0.8852

***

A cluster of 2 separate species, C5H14 in total at a distorted geometry. Source: OMol25; level of theory: ωB97M-V with the def2-TZVPD basis set.

Properties
HOMO-LUMO gap = 12.60 eV
LUMO = 1.132 eV

Positions of all 19 atoms, in Å:
C -0.0081 0.9502 -1.7834
C -0.6881 0.1894 -3.0069
H -0.6756 1.8238 -1.7436
H -0.2910 0.4192 -0.8781
H 1.0018 1.3171 -1.8692
H -0.2760 -0.8246 -3.1105
H -0.2696 0.7234 -3.8517
H -1.7546 0.3033 -2.8218
C 0.9428 -0.6158 1.5326
C 0.3993 0.7368 1.9821
C -0.2836 -1.5394 1.5981
H 1.3431 -0.4011 0.5261
H 1.8009 -0.9094 2.1762
H 1.1133 1.5061 2.2713
H -0.2641 0.5218 2.8296
H -0.1800 -2.6164 1.3873
H -0.5954 -1.4783 2.6445
H -0.1726 1.1358 1.1306
H -1.1425 -1.2418 0.9870

***

A cluster of 2 separate species, C3H8S2 in total at a distorted geometry. Source: OMol25; level of theory: ωB97M-V with the def2-TZVPD basis set.

Properties
HOMO-LUMO gap = 8.88 eV
LUMO = 0.442 eV

Positions of all 13 atoms, in Å:
C -2.4760 0.7311 0.0496
C -1.6079 0.8279 1.0568
H -2.8487 -0.2528 -0.2280
H -3.0717 1.5619 -0.3172
H -1.0093 -0.0381 1.3001
H -1.3417 1.7899 1.4619
C 2.5193 -0.5799 0.1664
S 1.2499 0.3511 -0.6783
S 0.1778 -1.3057 -1.3952
H 2.9093 -1.4085 -0.4291
H 3.3737 0.0202 0.4650
H 2.1649 -1.0178 1.1079
H -0.0397 -0.6792 -2.5598

***

A cluster of 2 separate species, C9H14 in total at a distorted geometry. Source: OMol25; level of theory: ωB97M-V with the def2-TZVPD basis set.

Properties
HOMO-LUMO gap = 9.95 eV
LUMO = 0.985 eV

Positions of all 23 atoms, in Å:
C 1.4490 0.9227 -2.2573
C 2.6353 1.1280 -3.3237
H 1.2192 -0.1062 -2.3710
H 1.7104 1.1261 -1.2054
H 0.5827 1.6140 -2.5546
H 2.1115 1.1701 -4.3059
H 3.3279 0.3664 -3.5646
H 3.2507 2.0444 -3.1156
C -2.9529 -1.3522 2.4468
C 0.6566 0.1747 0.7317
C -0.2589 -0.4494 -0.1111
C 0.3640 0.2728 2.0550
C -1.4702 -0.8769 0.3832
C -0.7780 -0.2351 2.6082
C -1.6999 -0.8776 1.7587
H 1.5685 0.4546 0.2599
H 0.1108 -0.4661 -1.1632
H 1.1448 0.7521 2.7116
H -2.1925 -1.2840 -0.3611
H -0.9434 0.1530 3.6358
H -3.4638 -0.6728 3.1779
H -2.6457 -2.3088 2.9468
H -3.7261 -1.5502 1.6177

***

A cluster of 2 separate species, C3H4N2S in total at a distorted geometry. Source: OMol25; level of theory: ωB97M-V with the def2-TZVPD basis set.

Properties
HOMO-LUMO gap = 8.56 eV
LUMO = -0.183 eV

Positions of all 10 atoms, in Å:
C -1.4662 0.6969 -1.2493
C 0.9946 -1.2658 1.0751
C 1.7420 -0.2411 1.0580
N -1.5233 1.8729 -1.5085
N -1.0055 -0.4293 -0.9770
S 0.1555 -2.6362 1.1439
H 2.2763 0.0475 0.0809
H -1.3128 2.6713 -0.9228
H 1.8478 0.4381 1.9118
H -1.7083 -1.1542 -0.6122

***

An isolated molecule of ClH3N2O2S at a distorted geometry. Source: OMol25; level of theory: ωB97M-V with the def2-TZVPD basis set.

Properties
HOMO-LUMO gap = 10.47 eV
LUMO = -0.465 eV

Positions of all 9 atoms, in Å:
N 1.5090 -0.0847 0.4870
N 0.5993 -0.2969 -0.5252
O -1.9491 -0.8255 -1.1321
O -1.2129 -0.5889 1.1307
S -1.0948 -0.1419 -0.2215
Cl -1.6315 1.8991 -0.3503
H 1.2936 0.8749 0.7536
H 1.5469 -0.7789 1.2254
H 0.9396 -0.0573 -1.3677

***

A structure of composition C18H19CdNO2 at a distorted geometry. Source: OMol25; level of theory: ωB97M-V with the def2-TZVPD basis set.

Properties
HOMO-LUMO gap (alpha / beta) = 6.02 / 6.02 eV
LUMO (alpha / beta) = -0.671 / -0.671 eV

Positions of all 41 atoms, in Å:
C -1.0708 -0.7353 -2.0386
C 1.4773 -0.1083 -3.2272
C -1.8455 0.1013 -2.9420
H -1.5445 -1.0845 -1.1121
C 1.1673 1.2015 -2.8132
H 2.5408 -0.3141 -3.4146
H -2.1885 -0.5871 -3.7542
H 2.0466 1.8239 -2.5726
C -1.2709 1.2733 -3.7509
H -2.0728 2.0243 -3.8465
H -1.0362 0.9351 -4.7817
C -0.4128 -1.8230 -2.8695
H -1.1641 -2.3768 -3.4585
H 0.1464 -2.5638 -2.2794
C 0.5631 -1.1343 -3.8771
H -0.0013 -0.7032 -4.7178
H 1.2260 -1.9007 -4.3127
C -0.0386 2.0204 -3.2244
H 0.2830 2.6472 -4.0709
H -0.2761 2.7198 -2.4025
Cd 1.1365 -0.0200 -1.1227
H -2.8591 0.2856 -2.5208
O 4.5416 -1.8623 0.6371
C 3.5342 -1.2202 0.3079
O 3.2317 -0.7804 -0.8601
C 2.5565 -0.9192 1.4350
C 2.9416 -1.1193 2.7706
C 2.0398 -0.8383 3.7672
C 0.7480 -0.3808 3.4523
C -0.2075 -0.1081 4.4553
C -1.4950 0.2845 4.1277
C -1.8468 0.4569 2.7728
C -0.9208 0.2455 1.7566
C 0.3911 -0.1928 2.0648
N 1.3441 -0.4456 1.1077
H 3.9402 -1.4953 2.9539
H 2.3020 -0.9762 4.8150
H 0.1030 -0.2263 5.4940
H -2.2312 0.4609 4.9137
H -2.8630 0.7670 2.5181
H -1.1858 0.4115 0.7051

***

The ion C3H8N5 with charge +1 at a distorted geometry. Source: OMol25; level of theory: ωB97M-V with the def2-TZVPD basis set.

Properties
HOMO-LUMO gap = 9.81 eV
LUMO = -3.783 eV
Total charge = +1

Positions of all 16 atoms, in Å:
C 0.2187 1.8097 -0.0278
C 0.7976 -0.7165 0.1156
C 1.2903 0.7565 0.1923
N -0.9705 1.4310 0.0974
N -0.4029 -0.9711 -0.1452
N 1.7554 -1.6119 -0.0044
N -2.5279 -0.8414 -0.1994
N -1.4701 -0.7575 0.4382
H 0.4956 2.8504 -0.2748
H 2.2827 0.7439 -0.3433
H 1.7308 0.8692 1.1594
H 2.7490 -1.2276 -0.0958
H 1.6663 -2.6633 0.0081
H -2.6533 -1.0265 -1.2544
H -3.3724 -0.8758 0.4917
H -1.5895 2.2309 -0.1575

***

A structure of composition C30H81N7O12PbS at a distorted geometry. Source: OMol25; level of theory: ωB97M-V with the def2-TZVPD basis set.

Properties
HOMO-LUMO gap = 8.55 eV
LUMO = 0.093 eV

Positions of all 132 atoms, in Å:
Pb 2.6761 -2.0592 -1.0621
S 0.8584 -0.0753 0.3210
O -0.2986 0.5652 -0.2926
O 2.0517 0.1883 -0.5760
O 1.1752 0.2528 1.6803
O 0.6891 -1.5524 0.1476
C 3.5531 3.1541 3.2752
C 2.5821 2.8372 4.3755
C 1.2095 3.0386 3.7944
O 1.0064 4.4038 3.4600
C -0.1531 4.7646 2.8677
N 2.7953 1.4255 4.8030
H 4.5351 3.0415 3.6902
H 3.3097 4.1315 2.9041
H 3.5157 2.4076 2.4851
H 2.7084 3.4242 5.2752
H 0.4223 2.7241 4.4896
H 1.1127 2.4727 2.8576
H -0.3569 4.2861 1.9018
H -0.1942 5.8585 2.8488
H -0.9730 4.5058 3.5925
H 2.3916 0.7362 4.1765
H 2.5203 1.2746 5.7853
C -3.5259 1.4673 -1.7654
C -4.1464 2.3569 -0.6632
C -4.4028 1.5644 0.6105
O -5.1787 0.4412 0.3648
C -5.6587 -0.0604 1.5230
N -3.4359 3.5790 -0.2947
H -4.0861 0.5673 -1.9235
H -2.5083 1.2556 -1.3766
H -3.6053 2.0110 -2.7217
H -5.1640 2.6552 -0.9731
H -4.9599 2.2069 1.3091
H -3.5916 1.2237 1.2257
H -4.8534 -0.2882 2.2186
H -6.1848 -0.9428 1.2005
H -6.3753 0.6257 2.0820
H -2.4898 3.3316 -0.0916
H -3.3971 4.1542 -1.1206
C -1.3606 -3.8480 -1.3463
C -2.2898 -2.7224 -1.6675
C -3.1806 -2.4370 -0.5213
O -4.3276 -3.3584 -0.4278
C -5.2960 -3.0421 -1.4140
N -1.4470 -1.5635 -2.1086
H -1.8790 -4.6696 -0.8963
H -0.6906 -3.4398 -0.6004
H -0.7419 -4.1971 -2.2156
H -2.8661 -2.9965 -2.5333
H -3.5232 -1.3896 -0.5545
H -2.6737 -2.6107 0.4213
H -5.0202 -3.2130 -2.4698
H -5.5726 -1.9468 -1.3090
H -6.1422 -3.6800 -1.1809
H -2.2155 -0.9180 -2.3429
H -1.0302 -1.2024 -1.2701
C 1.2709 -3.3531 -4.3679
C 1.8449 -1.9131 -4.3589
C 1.4250 -1.0548 -5.5833
O 2.0120 -1.5347 -6.7918
C 1.4832 -1.0966 -8.0864
N 1.3726 -1.2542 -3.1225
H 1.4809 -3.9719 -3.4814
H 1.6648 -3.9374 -5.2339
H 0.1547 -3.2921 -4.6081
H 2.9151 -1.9862 -4.3940
H 1.7512 0.0099 -5.4799
H 0.2908 -1.0939 -5.6176
H 0.4848 -1.4893 -8.2536
H 2.1580 -1.4876 -8.7993
H 1.4718 -0.0215 -8.2425
H 0.3568 -1.3998 -3.0005
H 1.5195 -0.2688 -3.1745
C 1.2638 3.6217 -4.0305
C 1.2840 2.6912 -2.8458
C 1.0043 3.5551 -1.6110
O 2.0316 4.5109 -1.4182
C 2.9753 4.0109 -0.3939
N 0.3776 1.6128 -2.9725
H 0.2665 4.0038 -4.2082
H 1.6114 3.0351 -4.9323
H 1.9578 4.4244 -3.8265
H 2.2926 2.3492 -2.6728
H 0.8128 2.9231 -0.7144
H 0.1595 4.1501 -1.8902
H 3.2899 2.9964 -0.6410
H 2.4824 4.0133 0.6121
H 3.8099 4.7442 -0.4081
H 0.2848 1.0694 -2.0808
H -0.5548 1.9318 -3.1337
C -1.4805 -1.8133 4.2494
C -2.1185 -0.5773 3.6461
C -3.3307 -0.1137 4.4488
O -4.2218 -1.2187 4.5191
C -5.5268 -0.9123 4.9732
N -1.1655 0.4906 3.6423
H -1.3213 -1.7455 5.3458
H -0.5013 -1.9985 3.8270
H -2.1313 -2.6936 4.0835
H -2.4239 -0.8914 2.6025
H -3.8764 0.7390 4.0420
H -2.9491 0.0927 5.4729
H -6.2303 -1.7406 4.7203
H -5.8896 0.0001 4.5329
H -5.4998 -0.7792 6.1125
H -0.4340 0.3670 2.9119
H -1.6224 1.3382 3.2611
C 0.8191 -4.8276 1.1417
O 1.9158 -4.0027 0.8729
C 2.4450 -3.4835 2.0771
C 3.7991 -2.8563 1.9168
N 3.8559 -1.5572 1.2944
C 5.2085 -1.0534 1.2872
C 5.3353 0.0201 0.2050
O 5.1157 -0.5160 -1.0620
C 5.0972 0.5845 -2.0291
H -0.0400 -4.3258 1.6389
H 1.0384 -5.6910 1.7361
H 0.3663 -5.2284 0.2043
H 2.6111 -4.3205 2.7285
H 1.7330 -2.7257 2.4670
H 4.4322 -3.4534 1.2442
H 4.2427 -2.8374 2.9638
H 3.1988 -0.8737 1.6750
H 5.8042 -1.8828 1.0057
H 5.5221 -0.6087 2.1912
H 6.2964 0.5697 0.1896
H 4.5793 0.7820 0.3783
H 6.0193 1.1517 -2.0615
H 4.2463 1.2275 -1.7010
H 4.7595 0.1470 -2.9589

***

A cluster of 9 separate species, C9H27N9O18 in total at a distorted geometry. Source: OMol25; level of theory: ωB97M-V with the def2-TZVPD basis set.

Properties
HOMO-LUMO gap = 9.55 eV
LUMO = -0.900 eV

Positions of all 63 atoms, in Å:
C 3.1920 -1.8115 -2.4473
N 4.2168 -2.8515 -2.4762
O 3.8854 -4.0016 -2.3538
O 5.3887 -2.5091 -2.6746
H 3.6262 -1.1636 -1.6858
H 2.3445 -2.2937 -1.9602
H 2.9486 -1.5390 -3.4742
C 1.8730 1.8862 -4.1342
N 2.2415 1.4472 -2.7776
O 1.5759 0.6224 -2.2813
O 3.2037 2.0435 -2.3016
H 1.2696 2.7871 -4.0227
H 1.4582 1.0249 -4.6579
H 2.8685 2.1632 -4.4808
C 5.6393 1.7387 -0.7463
N 4.9215 1.4565 0.5320
O 5.3049 1.9732 1.5593
O 3.9364 0.7102 0.4225
H 5.2094 2.6700 -1.1151
H 5.4616 0.8898 -1.4066
H 6.7045 1.7736 -0.5179
C -4.3484 2.5008 1.4629
N -5.5041 2.8760 0.5491
O -6.2208 3.8344 0.8116
O -5.8274 2.1335 -0.3417
H -3.9392 1.5236 1.2066
H -4.8399 2.3863 2.4291
H -3.6171 3.3090 1.4653
C -4.2346 -1.6393 1.4355
N -5.4372 -1.1607 2.1958
O -5.5044 0.0070 2.6093
O -6.4535 -1.9449 2.1259
H -3.2978 -1.5669 1.9882
H -4.2179 -1.0090 0.5463
H -4.4910 -2.6415 1.0922
C 3.6741 -3.1406 1.9705
N 2.5283 -2.1840 2.1363
O 1.6230 -2.3106 1.2484
O 2.5464 -1.3319 3.0672
H 3.3244 -4.1500 1.7535
H 4.2773 -3.2106 2.8757
H 4.1677 -2.6211 1.1492
C 0.1748 0.2019 0.1924
N -1.0165 0.9388 -0.3632
O -1.9819 0.1436 -0.4230
O -0.9250 2.1071 -0.6317
H 0.4050 -0.6033 -0.5053
H -0.0950 -0.2745 1.1349
H 0.9556 0.9536 0.3076
C -0.1530 -2.2952 5.1689
N -1.0450 -1.8246 4.0617
O -1.9797 -2.5966 3.7481
O -0.7520 -0.8397 3.3772
H -0.0468 -1.5557 5.9625
H 0.8593 -2.3601 4.7700
H -0.4535 -3.2290 5.6441
C -3.2621 2.4932 -2.9393
N -4.0731 1.5226 -3.8152
O -4.2713 1.9128 -4.9574
O -4.5274 0.4932 -3.3471
H -2.8793 2.0224 -2.0338
H -3.9897 3.2352 -2.6106
H -2.4218 2.8778 -3.5174

***

The ion C7H10F3N2O2S with charge +1 at a distorted geometry. Source: OMol25; level of theory: ωB97M-V with the def2-TZVPD basis set.

Properties
HOMO-LUMO gap = 8.45 eV
LUMO = -3.971 eV
Total charge = +1

Positions of all 25 atoms, in Å:
C 0.3688 -1.5123 -0.9101
C -0.1303 0.7186 -0.5335
C -0.4296 1.8277 -1.5392
C -1.1834 -0.2380 0.1002
C 1.7878 1.5142 2.4590
C 1.1930 0.4971 1.4874
C -2.4086 -0.2392 -0.8414
N -0.5928 -1.5559 0.0454
N 0.8712 -2.5638 -1.4820
O 0.6384 -0.3058 -1.2403
O 0.6626 1.3186 0.4364
F -2.7456 1.0046 -1.1791
F -2.1039 -0.9517 -1.8956
F -3.4492 -0.8042 -0.3382
S 0.0302 1.6345 -3.0896
H -0.7583 2.7699 -1.1240
H -1.5211 0.2329 1.0506
H 1.2281 2.4235 2.5576
H 2.0740 1.1234 3.5002
H 2.8131 1.7961 2.1537
H 0.4882 -0.1464 2.0710
H 1.8718 -0.1919 0.8783
H -0.8141 -2.2812 0.7697
H 0.6846 -3.5751 -1.0252
H 1.4250 -2.4955 -2.3113

***

Energy relative to the best compared isomer or geometry (same formula, charge and spin) in kJ/mol, matching the order above: 0.0; 165.5; 78.1; 149.2; 157.9; 281.2; 28.7; 0.0; 299.5; 94.5; 212.5; 19.9
E in eV, matching the order above: -52282.9586; -20713.0850; -5411.2406; -24909.8508; -9558.5445; -16988.5767; -30479.5193; -29120.7686; -10681.3762; -83504.4383; -60009.7186; -33475.9667